This record from the OMol25 dataset describes C4H7NO in the gas phase. The level of theory is ωB97M-V with the def2-TZVPD basis set.

XYZ file:
```
13
Properties=species:S:1:pos:R:3:forces:R:3
C -0.78155 0.12701 2.00060 -0.153 -0.090 0.173
N -1.37873 -0.28804 0.97056 0.074 0.106 0.432
C -1.04995 0.41190 -0.24855 -0.026 0.052 0.017
C -0.00951 -0.44515 -0.91020 0.221 0.069 -0.052
C 1.28197 -0.18838 -0.66721 -0.277 0.172 -0.019
O 2.30342 -0.49789 -1.49894 -0.013 -0.621 -0.157
H -0.22322 1.07691 2.02612 0.028 -0.243 0.002
H -0.77956 -0.50502 2.88444 -0.208 0.252 0.203
H -0.62104 1.41906 -0.09593 -0.181 -0.207 0.236
H -1.92396 0.54078 -0.90009 0.153 -0.221 0.183
H -0.35070 -1.33506 -1.44119 0.298 0.537 -0.598
H 1.65729 0.29509 0.23814 -0.298 0.451 -0.378
H 1.87555 -0.61122 -2.35775 0.382 -0.256 -0.042
```
Forces are in eV/Å.

Summary:
Structure (SMILES): C=NC/C=C/O
LUMO level: 0.949 eV
HOMO-LUMO gap: 9.6 eV
ΔE to the lowest compared entry with this formula, charge and spin: 275.34 kJ/mol
Max |F|: 0.86 eV Å⁻¹



This record from the OMol25 dataset describes 2 unconnected molecules or ions with the total composition C4H7NO. The level of theory is ωB97M-V with the def2-TZVPD basis set.

XYZ file:
```
13
Properties=species:S:1:pos:R:3:forces:R:3
C -0.19287 0.41214 -0.85826 -0.565 0.828 -0.249
C -0.97451 -1.49272 0.23348 -0.608 -0.624 0.801
C -0.44103 1.40145 0.22856 0.135 -0.603 -0.126
O -0.66738 -0.79341 -0.83928 0.973 0.292 -0.280
C 2.07652 -0.57950 0.10400 -0.352 -0.505 0.261
N 2.93577 0.14764 -0.10384 0.225 0.125 -0.042
H 0.18984 0.71192 -1.81905 -0.110 -0.080 -0.135
H -1.32242 -0.99819 1.12742 0.134 0.340 0.035
H -1.37299 -2.46785 0.01678 0.004 -0.071 -0.224
H 1.30798 -1.31574 0.38250 0.160 0.332 -0.148
H -0.03872 2.36735 -0.05737 0.057 0.028 -0.036
H 0.01504 1.10303 1.17492 0.053 -0.042 0.111
H -1.51523 1.50387 0.41012 -0.107 -0.019 0.032
```
Forces are in eV/Å.

Summary:
LUMO level (alpha / beta): 0.607 / 0.382 eV
HOMO-LUMO gap (alpha / beta): 8.6 / 8.1 eV
ΔE to the lowest compared entry with this formula, charge and spin: 464.36 kJ/mol
Max |F|: 1.18 eV Å⁻¹



This record from the OMol25 dataset describes 2 unconnected molecules or ions with the total composition C4H7NO. The level of theory is ωB97M-V with the def2-TZVPD basis set.

XYZ file:
```
13
Properties=species:S:1:pos:R:3:forces:R:3
N 2.10090 0.91734 1.51501 -1.063 0.126 -0.435
C 1.03457 1.02920 1.08102 0.867 -0.085 0.380
C -0.31026 1.18790 0.51257 -0.055 0.064 0.024
C -0.50936 0.38188 -0.77681 0.012 0.016 0.002
C -0.87468 -1.06635 -0.51892 -0.186 -0.081 0.266
O -1.37308 -1.45482 0.50899 0.198 0.188 -0.450
H -1.04301 0.85890 1.25719 0.114 0.076 -0.095
H -0.46840 2.25469 0.32517 0.027 -0.161 0.043
H -1.35646 0.80241 -1.33690 0.115 -0.047 0.042
H 0.36144 0.44297 -1.43970 -0.134 -0.056 0.126
H -0.68498 -1.76163 -1.36245 -0.090 0.072 0.111
H 1.35063 -1.83707 0.44791 0.123 -0.039 -0.067
H 1.70615 -1.62122 -0.16743 0.074 -0.075 0.051
```
Forces are in eV/Å.

Summary:
Structure (SMILES): N#CCCC=O.[H][H]
LUMO level: 0.727 eV
HOMO-LUMO gap: 11.2 eV
ΔE to the lowest compared entry with this formula, charge and spin: 211.61 kJ/mol
Max |F|: 1.16 eV Å⁻¹



This record from the OMol25 dataset describes C4H7NO in the gas phase. The level of theory is ωB97M-V with the def2-TZVPD basis set.

XYZ file:
```
13
Properties=species:S:1:pos:R:3:forces:R:3
H 2.53521 -0.14900 1.39103 -0.272 1.009 0.355
N 1.54673 -0.29704 1.59239 0.433 -1.486 -0.283
C 0.69333 0.09613 0.79877 -0.791 3.087 -0.573
C 0.08499 1.35402 -0.34052 1.920 -0.972 0.243
C -0.55070 0.09889 0.09213 1.586 -3.803 0.554
C -0.23499 -1.23798 -0.85455 -1.943 2.029 0.312
O -1.74305 0.03993 0.79199 -0.805 0.220 -0.446
H 0.68826 1.36835 -1.23590 -0.589 0.247 -0.398
H -0.26102 2.28262 0.09475 0.342 -0.019 0.252
H -1.17308 -1.30153 -1.40414 0.054 -0.425 -0.291
H -0.08571 -2.13050 -0.25232 0.027 0.220 0.126
H 0.57506 -1.06638 -1.55873 0.089 0.092 0.196
H -2.07502 0.94248 0.88509 -0.050 -0.199 -0.048
```
Forces are in eV/Å.

Summary:
Structure (SMILES): [H]/N=C1\C[C@]1(C)O
LUMO level: 0.832 eV
HOMO-LUMO gap: 8.6 eV
ΔE to the lowest compared entry with this formula, charge and spin: 429.84 kJ/mol
Max |F|: 4.16 eV Å⁻¹



This record from the OMol25 dataset describes a molecular structure, C4H7NO. The level of theory is ωB97M-V with the def2-TZVPD basis set.

XYZ file:
```
13
Properties=species:S:1:pos:R:3:forces:R:3
C -1.60033 -0.52590 0.25207 0.435 -0.154 0.360
N -0.35674 -0.21064 -0.42979 1.384 -0.190 0.864
C -0.08543 1.54868 -0.99277 -0.157 3.647 -2.020
C 0.87187 0.17006 0.34685 -0.971 -3.518 0.660
C 2.09020 -0.32846 0.09742 -0.750 0.987 -0.097
O -0.90077 2.29907 -0.63159 0.159 -1.037 0.253
H -0.10525 -0.80510 -1.21044 -0.132 0.067 0.148
H 0.60899 0.52835 1.33417 0.015 0.307 -0.080
H -2.39562 -0.65300 -0.48654 0.183 -0.034 0.078
H -1.50183 -1.42281 0.87261 -0.214 0.038 -0.032
H -1.87312 0.31600 0.89383 0.034 0.001 -0.094
H 2.86402 -0.26779 0.84340 0.141 0.367 0.032
H 2.38400 -0.64844 -0.88921 -0.127 -0.481 -0.073
```
Forces are in eV/Å.

Summary:
LUMO level: 0.889 eV
HOMO-LUMO gap: 9.2 eV
ΔE to the lowest compared entry with this formula, charge and spin: 357.41 kJ/mol
Max |F|: 4.17 eV Å⁻¹



This record from the OMol25 dataset describes 3 unconnected molecules or ions with the total composition C4H7NO. The level of theory is ωB97M-V with the def2-TZVPD basis set.

XYZ file:
```
13
Properties=species:S:1:pos:R:3:forces:R:3
C 1.93962 -0.29970 0.32007 0.224 -0.922 1.159
C 0.65796 -0.34633 0.72135 1.178 -0.015 -1.523
N 0.03378 0.83356 1.04785 -1.322 0.385 -0.827
C -1.03148 0.80172 0.31283 -0.770 -0.143 1.935
C -1.41573 -0.61078 -0.08408 0.199 0.093 -0.090
O -0.19074 -1.30352 0.19306 -0.304 0.194 0.420
H 2.60146 0.46450 0.70408 -0.101 -0.028 -0.084
H 0.73224 0.67875 -1.42327 -2.124 1.090 0.084
H 2.34042 -1.17819 -0.16602 0.152 0.138 -0.162
H -1.70699 1.64982 0.24822 0.059 -0.042 -0.032
H -0.03014 1.05712 -1.30112 2.486 -0.991 -0.920
H -1.70641 -0.75298 -1.13240 0.167 0.098 0.184
H -2.22399 -0.99397 0.55942 0.156 0.144 -0.145
```
Forces are in eV/Å.

Summary:
LUMO level: 0.684 eV
HOMO-LUMO gap: 9.5 eV
ΔE to the lowest compared entry with this formula, charge and spin: 375.97 kJ/mol
Max |F|: 2.83 eV Å⁻¹



What is the formula in the sixth record?
C4H7NO